Record 1
12
Properties=species:S:1:pos:R:3 method="wB97M-V/def2-TZVPD" charge=0 orbital_gap_ha=0.3431 e_lumo_ev=0.58
S 3.28 -0.25 -0.17
N 1.89 0.71 -0.09
C 0.72 0.26 -0.12
C -0.51 1.17 -0.03
O -1.60 0.49 -0.51
C -1.55 -0.83 0.06
S 0.15 -1.42 -0.19
H 2.75 -1.49 -0.05
H -0.37 2.13 -0.56
H -0.57 1.43 1.03
H -1.86 -0.76 1.09
H -2.31 -1.45 -0.47

Record 2
10
Properties=species:S:1:pos:R:3 method="wB97M-V/def2-TZVPD" charge=0 orbital_gap_ha="0.2778 / 0.2783" e_lumo_ev="-0.60 / -0.64"
C -0.02 1.13 -0.43
C 0.75 -0.16 -0.31
C -1.26 1.55 -0.25
N 0.99 -2.60 0.80
S 0.07 -1.32 0.69
H 0.62 1.79 -0.84
H 1.74 -0.33 -0.55
H -1.55 2.54 -0.41
H -1.95 0.88 0.18
H 0.60 -3.47 1.12

Record 3
10
Properties=species:S:1:pos:R:3 method="wB97M-V/def2-TZVPD" charge=0 orbital_gap_ha=0.3015 e_lumo_ev=-0.23
C -1.35 -0.56 -0.02
C -0.10 -1.00 -0.03
C 0.95 -0.01 0.03
N 0.60 1.30 0.03
S 2.54 -0.50 0.01
H -2.17 -1.18 0.23
H -1.62 0.47 0.11
H 0.18 -2.05 -0.12
H 1.34 2.02 -0.07
H -0.39 1.52 -0.17

Record 4
10
Properties=species:S:1:pos:R:3 method="wB97M-V/def2-TZVPD" charge=0 orbital_gap_ha=0.3268 e_lumo_ev=0.42
C -1.11 1.18 -0.21
C -0.23 0.63 0.65
N 0.29 -0.64 0.57
C 0.91 -1.21 -0.52
S 1.37 -0.49 -1.88
H -1.34 0.61 -1.12
H -1.61 2.12 -0.08
H 0.13 1.18 1.52
H 0.50 -1.12 1.46
H 1.10 -2.27 -0.38

Record 5
10
Properties=species:S:1:pos:R:3 method="wB97M-V/def2-TZVPD" charge=0 orbital_gap_ha=0.3280 e_lumo_ev=0.11
S 2.97 0.02 -0.24
C 1.42 -0.03 0.03
N 0.26 -0.03 -0.80
C -0.82 0.75 -0.10
C -0.83 -0.68 -0.09
H 1.17 -0.11 1.04
H -0.53 1.26 0.82
H -1.54 1.21 -0.76
H -0.59 -1.17 0.85
H -1.51 -1.25 -0.74

Record 6
10
Properties=species:S:1:pos:R:3 method="wB97M-V/def2-TZVPD" charge=0 spin_multiplicity=3 orbital_gap_ha="0.2229 / 0.2423" s_squared=2.005 e_lumo_ev="1.14 / -2.27"
C 1.15 -0.05 0.01
C -0.20 1.00 0.08
C -0.96 -0.25 -0.18
N 0.28 -1.05 0.17
S 2.73 0.18 0.04
H -0.24 1.19 1.06
H -0.37 1.91 -0.48
H -1.83 -0.48 0.38
H -1.03 -0.38 -1.22
H 0.45 -2.06 0.15

Record 7
11
Properties=species:S:1:pos:R:3 method="wB97M-V/def2-TZVPD" charge=0 orbital_gap_ha=0.3032 e_lumo_ev=-0.81
C 0.74 -1.14 0.86
C 1.10 0.28 0.22
S 1.90 1.57 0.97
C 0.23 0.22 -1.10
N -1.01 0.59 -1.28
S -1.89 1.54 0.10
H 1.13 -1.01 1.81
H -0.33 -0.81 1.00
H 0.74 -2.08 0.15
H 0.54 -0.49 -2.11
H -3.14 1.33 -0.63

Record 8
12
Properties=species:S:1:pos:R:3 method="wB97M-V/def2-TZVPD" charge=0 orbital_gap_ha=0.3534 e_lumo_ev=0.61
S -1.81 1.45 1.06
C -0.89 0.29 -0.11
S -1.77 -0.07 -1.63
N 0.36 1.04 -0.36
C 1.40 0.47 0.05
C 1.36 -1.02 0.50
S -0.43 -1.25 0.87
H -2.00 2.42 0.17
H -2.05 -1.40 -1.48
H 2.29 0.99 0.22
H 1.44 -1.49 -0.45
H 2.09 -1.41 1.17

Record 9
14
Properties=species:S:1:pos:R:3 method="wB97M-V/def2-TZVPD" charge=0 spin_multiplicity=4 orbital_gap_ha="0.2718 / 0.3178" s_squared=3.761 e_lumo_ev="-0.26 / -1.58"
O 1.39 2.16 -0.66
C 1.73 0.98 -0.18
C 2.02 -0.26 -1.14
O 1.73 -1.44 -0.50
H -2.72 -1.17 -0.72
H 1.50 0.76 0.87
H 2.52 2.10 -0.87
H 3.09 -0.19 -1.43
H 1.42 -0.10 -2.06
Ni 0.17 -1.33 0.38
O -1.00 -0.50 1.57
C -2.10 -0.29 0.95
O -3.20 -0.06 1.41
O -1.95 -0.69 -0.36

Record 10
10
Properties=species:S:1:pos:R:3 method="wB97M-V/def2-TZVPD" charge=-1 orbital_gap_ha=0.2971 e_lumo_ev=4.50
C -0.12 -0.34 -1.15
C 0.59 -0.14 0.19
C -0.34 0.68 1.28
O 0.10 1.72 1.62
O -1.37 0.05 1.58
H -1.22 -0.84 -0.86
H -0.32 0.74 -1.47
H 0.36 -1.04 -1.77
H 1.63 0.35 0.04
H 0.70 -1.17 0.54

Record 11
11
Properties=species:S:1:pos:R:3 method="wB97M-V/def2-TZVPD" charge=-1 orbital_gap_ha=0.2729 e_lumo_ev=4.23
C -1.64 -1.10 -0.01
C -0.94 -0.02 -0.23
S 0.92 -0.14 0.02
C 1.21 1.55 0.06
O 1.05 -1.07 1.22
O 1.30 -0.70 -1.28
H -2.74 -1.13 -0.38
H -1.05 -1.93 0.49
H -1.36 0.78 -0.75
H 2.16 1.73 -0.25
H 1.09 2.03 1.11

Record 12
11
Properties=species:S:1:pos:R:3 method="wB97M-V/def2-TZVPD" charge=-1 orbital_gap_ha="0.1795 / 0.2180" e_lumo_ev="3.95 / 3.80"
C -0.29 -0.75 -0.19
C 0.32 -0.04 -1.39
O 1.69 -0.35 -1.51
H -0.97 -1.34 0.46
H -0.44 -1.70 -0.74
H 0.15 1.05 -1.40
H -0.21 -0.38 -2.30
H 2.04 0.02 -2.32
O -1.70 0.59 1.49
O 0.46 -0.13 1.24
C -0.54 0.76 1.12

Record 13
12
Properties=species:S:1:pos:R:3 method="wB97M-V/def2-TZVPD" charge=+1 spin_multiplicity=3 orbital_gap_ha="0.2429 / 0.3237" s_squared=2.006 e_lumo_ev="-5.61 / -6.18"
H -1.42 -0.87 -2.38
O -0.99 0.77 -0.24
C -0.12 0.29 -1.03
C -0.67 -0.26 1.17
O -0.16 0.28 -2.28
O 1.08 0.33 -0.47
C 0.80 -0.36 1.07
H -1.23 -1.18 1.06
H -1.06 0.34 2.01
H 1.23 -1.34 0.89
H 1.37 0.29 1.75
Pd 1.16 1.71 -1.54

Record 14
13
Properties=species:S:1:pos:R:3 method="wB97M-V/def2-TZVPD" charge=-1 orbital_gap_ha="0.1890 / 0.1890" e_lumo_ev="1.44 / 1.44"
C 1.27 -1.71 -0.94
C 0.68 -0.53 -0.96
C -0.01 -0.11 0.14
O -0.89 2.05 1.64
O 1.32 1.27 1.15
O 0.11 2.50 -0.55
S -3.04 -0.68 1.21
S -0.02 1.67 0.59
H 1.77 -1.97 -1.85
H 1.25 -2.43 -0.17
H 0.71 0.00 -1.94
H -0.03 -0.66 1.00
H -3.12 0.59 0.70

Record 15
12
Properties=species:S:1:pos:R:3 method="wB97M-V/def2-TZVPD" charge=-1 orbital_gap_ha=0.2905 e_lumo_ev=3.67
O 1.89 0.58 0.63
C 1.92 0.31 -0.58
O 1.37 -0.70 -1.24
H 2.70 0.82 -1.17
H 0.70 0.25 -0.95
O -1.25 0.96 -0.91
C -1.79 0.39 0.09
O -2.94 0.51 0.54
C -0.82 -0.61 0.81
H -1.33 -1.03 1.70
H -0.56 -1.39 0.07
H 0.12 -0.09 1.01

Record 16
12
Properties=species:S:1:pos:R:3 method="wB97M-V/def2-TZVPD" charge=-1 orbital_gap_ha=0.3293 e_lumo_ev=3.98
C -3.04 -0.03 -0.19
C 2.46 0.13 0.38
C 1.12 -0.34 -0.18
O -3.19 0.00 1.04
O -2.00 -0.09 -0.84
O 1.04 -1.51 -0.56
O 0.27 0.60 -0.09
H 3.32 -0.46 -0.13
H 2.40 0.26 1.43
H 2.45 1.18 0.10
H -4.03 0.08 -0.71
H -0.80 0.18 -0.26

Record 17
13
Properties=species:S:1:pos:R:3 method="wB97M-V/def2-TZVPD" charge=0 orbital_gap_ha="0.2841 / 0.2480" e_lumo_ev="-0.54 / -0.93"
C -0.44 -1.00 0.62
C -1.02 -0.75 -0.73
C 0.84 -0.42 0.92
O -1.25 -1.18 1.51
O -0.16 -0.50 -1.76
O 1.65 -0.16 -0.17
O -0.77 1.76 -0.58
P -1.96 0.68 -0.25
H 1.36 -1.24 1.60
H 0.78 0.48 1.53
H 0.59 -1.09 -1.63
H 1.53 0.77 -0.41
H -1.16 2.66 -0.66

Record 18
14
Properties=species:S:1:pos:R:3 method="wB97M-V/def2-TZVPD" charge=+1 spin_multiplicity=2 orbital_gap_ha="0.2338 / 0.3244" s_squared=0.753 e_lumo_ev="-5.98 / -6.09"
O 2.79 -0.02 -0.53
C 1.53 -0.48 -0.60
C 0.70 -0.47 -1.87
O -0.55 -1.05 -1.65
H -2.27 2.08 1.32
H 1.26 -1.15 0.23
H 3.09 0.06 -1.46
H 1.25 -1.01 -2.66
H 0.62 0.59 -2.21
Sc -1.26 -0.59 0.11
O -1.43 -0.69 2.16
C -1.77 0.50 2.44
O -2.11 1.01 3.48
O -1.83 1.23 1.24

Record 19
10
Properties=species:S:1:pos:R:3 method="wB97M-V/def2-TZVPD" charge=0 orbital_gap_ha=0.3171 e_lumo_ev=-1.15
H 0.28 -2.22 2.30
P 0.08 -0.87 2.40
C 0.06 -0.67 0.72
C -0.07 0.63 0.14
C -0.06 0.78 -1.34
O -0.19 1.72 0.88
H 0.29 -1.48 -0.10
H -0.16 1.85 -1.56
H -0.84 0.15 -1.64
H 0.62 0.10 -1.81

Record 20
10
Properties=species:S:1:pos:R:3 method="wB97M-V/def2-TZVPD" charge=0 orbital_gap_ha=0.3296 e_lumo_ev=-0.74
H 2.75 -1.76 -0.31
P 2.43 -0.47 0.00
C 0.78 -0.63 0.13
C 0.08 0.66 0.12
C -1.40 0.56 -0.07
O 0.76 1.65 0.07
H 0.31 -1.51 0.16
H -2.03 0.35 0.94
H -1.73 -0.22 -0.63
H -1.96 1.37 -0.40

Record 21
9
Properties=species:S:1:pos:R:3 method="wB97M-V/def2-TZVPD" charge=0 orbital_gap_ha=0.3497 e_lumo_ev=0.71
C -1.60 -1.72 0.99
C -0.90 -1.16 0.19
P -0.04 -0.39 -1.13
C 0.79 1.50 -0.29
H -2.11 -2.17 1.80
H 1.10 -1.03 -0.89
H 1.16 1.03 0.53
H 0.11 2.25 -0.16
H 1.50 1.70 -1.04

Record 22
9
Properties=species:S:1:pos:R:3 method="wB97M-V/def2-TZVPD" charge=0 orbital_gap_ha=0.3914 e_lumo_ev=0.50
C -1.49 1.88 2.08
P -0.83 0.75 2.89
H -1.96 2.65 1.53
C 0.42 -0.78 -0.50
C 1.01 -0.97 -1.66
H -0.63 -0.97 -0.37
H 0.95 -0.43 0.37
H 0.46 -1.33 -2.52
H 2.06 -0.79 -1.82

Record 23
9
Properties=species:S:1:pos:R:3 method="wB97M-V/def2-TZVPD" charge=0 orbital_gap_ha="0.2622 / 0.2636" e_lumo_ev="-0.90 / -0.90"
C -1.03 -1.58 1.34
C -1.03 -1.41 0.11
C 1.09 1.21 -0.45
P 0.33 0.59 -2.13
H -1.37 -1.66 2.35
H 2.21 1.11 -0.59
H 0.65 0.60 0.39
H 0.89 2.31 -0.41
H -1.73 -1.18 -0.61

Record 24
10
Properties=species:S:1:pos:R:3 method="wB97M-V/def2-TZVPD" charge=0 orbital_gap_ha=0.2997 e_lumo_ev=0.15
C -1.72 0.56 0.67
C 0.41 -0.74 0.31
C 0.63 0.64 -0.40
P -0.95 -0.66 1.58
S -1.08 1.32 -0.68
H -3.09 1.21 1.45
H 0.11 -1.57 -0.29
H 1.41 -0.97 0.82
H 1.12 1.39 0.11
H 1.01 0.49 -1.33

Record 25
103
Properties=species:S:1:pos:R:3 method="wB97M-V/def2-TZVPD" charge=-1 orbital_gap_ha=0.2629 e_lumo_ev=1.65
O 0.72 3.11 -0.41
N 0.61 3.56 -1.53
O 0.57 2.67 -2.46
Al 2.12 1.63 -2.87
C 2.92 2.10 -4.66
C 4.34 1.58 -4.94
C 5.27 1.48 -3.76
I 5.10 -0.31 -2.64
H 3.18 1.94 -1.69
H 1.72 0.07 -2.87
H 2.89 3.17 -4.83
H 2.27 1.65 -5.40
H 4.82 2.26 -5.62
H 4.29 0.63 -5.46
H 5.15 2.31 -3.08
H 6.29 1.48 -4.10
O -2.31 4.65 -0.99
H -1.39 4.41 -0.91
H -2.66 4.03 -1.65
O 2.34 0.25 0.79
H 1.97 1.12 0.60
H 1.58 -0.30 0.99
O 2.94 -3.36 -2.80
H 3.27 -3.88 -2.06
H 3.70 -2.83 -3.07
O -2.21 1.21 -1.17
H -1.80 0.65 -0.49
H -1.51 1.86 -1.34
O 3.13 -6.07 -3.30
H 2.52 -6.74 -3.61
H 2.81 -5.22 -3.64
O 2.09 3.89 2.10
H 1.62 3.58 1.32
H 1.38 4.10 2.72
O -3.56 0.73 1.39
H -4.37 0.20 1.38
H -3.49 1.09 0.50
O 0.11 5.85 2.83
H -0.59 6.50 2.99
H 0.12 5.76 1.87
O 4.55 -7.78 -1.39
H 4.37 -7.06 -2.01
H 4.14 -8.55 -1.79
O -4.55 -1.52 -0.73
H -4.10 -2.02 -0.02
H -3.91 -0.84 -0.99
O -3.81 -3.14 1.49
H -3.49 -3.16 2.40
H -4.67 -3.57 1.51
O 1.56 -7.04 -0.60
H 1.49 -6.11 -0.85
H 2.48 -7.26 -0.80
O -1.78 7.93 3.52
H -1.42 8.58 4.14
H -2.73 7.96 3.66
O -4.66 -1.44 4.01
H -5.25 -0.70 3.86
H -3.77 -1.07 3.89
O -1.30 5.67 5.63
H -0.70 5.66 4.87
H -1.76 4.82 5.60
O 5.19 -2.38 0.16
H 4.66 -1.56 0.19
H 5.87 -2.25 0.82
O -1.77 -1.44 3.12
H -1.19 -1.72 3.84
H -1.18 -1.33 2.36
O -2.48 2.02 -4.12
H -2.35 1.80 -3.19
H -3.37 1.73 -4.33
O -0.65 5.98 8.65
H -1.36 6.61 8.85
H -0.67 5.92 7.69
O 0.26 8.20 6.70
H -0.35 7.50 6.45
H 1.13 7.82 6.54
O -1.59 -7.13 -0.63
H -1.68 -6.20 -0.88
H -0.66 -7.34 -0.82
O 5.55 2.84 -7.89
H 5.15 3.70 -8.05
H 6.50 3.01 -7.87
O -0.02 -3.87 2.58
H -0.01 -4.78 2.24
H -0.96 -3.67 2.70
O -2.64 -3.32 -2.55
H -3.21 -2.66 -2.13
H -3.07 -3.43 -3.41
O -7.43 -1.04 -1.36
H -6.48 -1.22 -1.35
H -7.81 -1.71 -1.93
O 0.43 0.70 3.04
H 0.73 0.11 3.74
H 1.18 1.29 2.87
O -4.56 -2.02 -4.51
H -5.12 -1.38 -4.06
H -4.98 -2.16 -5.37
O 1.36 -1.95 4.53
H 2.30 -2.05 4.36
H 0.95 -2.58 3.92
O -1.16 -6.47 1.99
H -0.96 -7.32 1.58
H -2.12 -6.42 1.99

Record 26
27
Properties=species:S:1:pos:R:3 method="wB97M-V/def2-TZVPD" charge=0 spin_multiplicity=4 orbital_gap_ha="0.3644 / 0.2393" s_squared=3.763 e_lumo_ev="-0.40 / -3.98"
Pt -0.99 -2.01 -0.14
C 1.94 2.29 -0.91
C 2.17 1.03 -0.17
N 3.10 0.79 0.69
N 2.86 -0.48 1.14
C 1.80 -1.03 0.58
S 1.11 -2.58 0.76
N 1.37 -0.10 -0.29
N 0.20 -0.29 -1.04
H 2.73 2.98 -0.67
H 0.98 2.71 -0.60
H 1.92 2.12 -1.98
H 3.44 -0.87 1.87
H 0.42 -0.46 -2.01
H -0.42 0.52 -0.90
F -1.12 -0.19 1.41
As -1.45 1.58 1.67
F -3.10 1.25 1.40
F -1.24 1.77 -0.09
F -1.69 3.26 1.83
F 0.28 1.76 1.78
F -1.57 1.27 3.35
O -2.17 -1.77 -2.11
S -2.62 -3.13 -1.61
O -3.65 -3.75 -2.35
O -2.96 -2.80 -0.14
O -1.32 -3.88 -1.47

Record 27
19
Properties=species:S:1:pos:R:3 method="wB97M-V/def2-TZVPD" charge=+3 orbital_gap_ha=0.1280 e_lumo_ev=-18.23
C 0.56 -2.49 2.11
C -0.87 -1.88 0.99
O -0.44 -1.79 -0.18
B -0.19 -0.63 -1.12
O 1.00 -0.82 -1.68
B 1.39 0.42 -2.27
O 1.10 1.54 -1.52
B -0.22 1.64 -1.26
O -0.81 2.88 -0.92
C -0.02 3.54 -0.09
N 0.78 4.22 0.39
O -0.95 0.44 -1.39
H 0.09 -3.17 2.82
H 0.82 -1.49 2.48
H 1.24 -2.98 1.41
H -1.38 -1.02 1.42
H -1.38 -2.88 1.16
H 1.72 0.48 -3.41
Tl -2.46 3.99 1.06

Record 28
13
Properties=species:S:1:pos:R:3 method="wB97M-V/def2-TZVPD" charge=0 orbital_gap_ha=0.3278 e_lumo_ev=0.49
F 3.41 1.03 0.69
C 2.86 -0.16 0.45
F 1.85 -0.01 -0.42
F 3.72 -0.96 -0.21
H 2.60 -0.72 1.31
C -2.00 -0.58 1.25
B -1.66 0.08 0.06
C -1.61 0.66 -1.36
H -2.25 -0.09 2.14
H -2.06 -1.76 1.31
H -0.59 1.07 -1.81
H -2.21 1.53 -1.35
H -2.08 -0.09 -2.06

Record 29
12
Properties=species:S:1:pos:R:3 method="wB97M-V/def2-TZVPD" charge=+1 orbital_gap_ha="0.2913 / 0.2770" e_lumo_ev="-6.95 / -7.10"
C -0.91 -0.36 -0.88
C 1.32 -0.20 -0.20
C -0.64 0.80 1.17
N -0.11 0.14 -0.02
Br -2.70 -0.57 -1.09
Br 0.29 -1.90 -2.78
H 1.92 0.72 0.14
H 1.45 -0.51 -1.15
H 1.70 -1.15 0.42
H -1.70 1.21 1.10
H -0.04 1.75 1.41
H -0.56 0.05 1.89

Record 30
13
Properties=species:S:1:pos:R:3 method="wB97M-V/def2-TZVPD" charge=0 orbital_gap_ha="0.2409 / 0.2706" e_lumo_ev="-2.25 / -1.78"
C -1.22 -0.61 0.66
C 0.97 0.55 -0.14
C 0.22 -0.54 0.64
O 0.81 0.24 -1.53
O 2.29 0.46 0.15
Br 1.29 -2.06 1.03
Br 0.53 0.97 3.08
H -1.71 -0.16 1.54
H -1.58 -1.65 0.61
H -1.69 -0.15 -0.14
H 0.40 1.42 -0.08
H 0.91 -0.66 -1.77
H 3.01 0.99 -0.15

Record 31
13
Properties=species:S:1:pos:R:3 method="wB97M-V/def2-TZVPD" charge=0 orbital_gap_ha=0.3955 e_lumo_ev=0.51
C 0.32 -0.94 1.36
C -0.52 -0.79 0.38
Br -1.84 -2.07 -0.18
C -0.52 0.38 -0.55
O -1.71 0.69 -1.03
O 0.46 -0.03 -1.53
H 0.50 -1.71 2.11
H 1.13 -0.07 1.51
H -0.05 1.21 -0.04
H -2.28 -0.16 -0.96
H 0.43 0.47 -2.26
Br 3.55 -0.01 -0.49
H 2.35 -0.25 -1.05

Record 32
12
Properties=species:S:1:pos:R:3 method="wB97M-V/def2-TZVPD" charge=0 orbital_gap_ha="0.2286 / 0.2965" e_lumo_ev="-1.76 / -0.43"
C -1.43 0.88 0.63
C -0.19 0.94 1.10
C 0.53 -0.15 1.67
Si 1.26 -0.80 -1.90
Br -0.37 0.55 -2.50
Br 0.41 -2.90 -1.62
H -2.03 1.59 0.11
H -2.31 0.22 1.02
H 0.50 1.77 0.88
H -0.09 -0.99 1.77
H 1.55 -0.22 1.87
H 2.17 -0.90 -3.03

Record 33
13
Properties=species:S:1:pos:R:3 method="wB97M-V/def2-TZVPD" charge=0 orbital_gap_ha=0.3039 e_lumo_ev=-0.85
C -0.50 -0.63 1.12
N -0.03 -0.25 -0.15
C -0.98 0.55 -0.89
C 1.31 -0.20 -0.31
Cl 2.21 -1.34 0.57
Br 1.90 1.79 0.80
I 1.97 0.01 -2.40
H -0.08 -1.60 1.51
H -0.30 0.19 1.95
H -1.64 -0.81 0.99
H -2.06 0.19 -0.75
H -1.10 1.59 -0.52
H -0.70 0.53 -1.93

Record 34
11
Properties=species:S:1:pos:R:3 method="wB97M-V/def2-TZVPD" charge=0 orbital_gap_ha=0.3544 e_lumo_ev=0.71
C -0.33 -0.70 0.82
C -1.84 0.45 -0.72
C -0.66 0.32 0.05
Br 4.80 -0.65 -0.34
I 0.82 1.71 -0.27
H 0.57 -0.76 1.37
H -0.99 -1.50 0.90
H 4.17 -0.18 0.74
H -2.07 -0.48 -1.13
H -1.87 1.18 -1.43
H -2.59 0.61 0.01

Total energy (a.u.)
-1043.63892; -570.12835; -570.21947; -570.20802; -570.16600; -570.06345; -968.30124; -1366.57773; -2001.67166; -267.81567; -665.89807; -342.78409; -470.29541; -1139.32615; -418.24805; -418.35675; -759.49510; -1253.98656; -533.81608; -533.81860; -458.53528; -458.55210; -458.44188; -856.71009; -3081.23490; -4388.56074; -794.79200; -442.28525; -5320.28256; -5416.32031; -5416.36146; -5555.35889; -3504.50926; -2989.56099